# 1
{
  "formula": "C36H49Cl5CrGeN4O2Si3",
  "method": "wB97M-V/def2-TZVPD",
  "orbital_gap_ev": [6.6, 7.6],
  "fmax_ev_per_a": 1.63,
  "total_energy_ev": -219365.243,
  "charge": 0,
  "s2": 2.3247,
  "lumo_energy_ev": [-1.26, -0.30],
  "homo_ev": [-7.88, -7.89],
  "spin_multiplicity": 3,
  "elements": ["Cr", "O", "N", "N", "O", "C", "C", "C", "C", "C", "C", "H", "H", "H", "H", "H", "C", "C", "C", "C", "C", "C", "C", "C", "C", "C", "N", "C", "C", "C", "C", "C", "N", "H", "H", "H", "H", "H", "H", "H", "H", "H", "H", "H", "H", "H", "H", "H", "H", "H", "Cl", "C", "C", "C", "Cl", "C", "Cl", "C", "Cl", "C", "Cl", "C", "Si", "C", "C", "Ge", "Si", "C", "C", "C", "Si", "C", "C", "C", "H", "H", "H", "H", "H", "H", "H", "H", "H", "H", "H", "H", "H", "H", "H", "H", "H", "H", "H", "H", "H", "H", "H", "H", "H", "H", "H"],
  "xyz": [[-0.086, 0.096, -0.265], [1.384, -0.052, 1.003], [1.530, 0.762, 1.984], [0.619, 1.601, 1.989], [-0.298, 1.580, 1.059], [0.531, 2.598, 3.040], [-0.565, 3.437, 3.051], [-0.655, 4.397, 4.053], [0.339, 4.503, 5.016], [1.432, 3.646, 4.980], [1.536, 2.685, 3.989], [-1.325, 3.337, 2.288], [-1.508, 5.063, 4.074], [0.262, 5.252, 5.795], [2.211, 3.728, 5.728], [2.383, 2.012, 3.946], [-1.280, 2.973, -5.359], [-0.445, 1.835, -4.768], [0.827, 2.312, -4.103], [1.879, 2.752, -4.908], [3.074, 3.190, -4.362], [3.233, 3.190, -2.982], [2.211, 2.753, -2.147], [2.378, 2.803, -0.649], [1.867, 4.120, -0.053], [1.002, 2.325, -2.716], [-0.024, 1.840, -1.846], [-1.173, 2.414, -1.813], [-2.244, 1.844, -1.057], [-3.569, 2.229, -0.907], [-4.177, 1.253, -0.097], [-3.192, 0.315, 0.203], [-2.024, 0.652, -0.389], [-2.145, 2.580, -5.898], [-0.687, 3.569, -6.057], [-1.647, 3.646, -4.580], [-0.169, 1.148, -5.571], [-1.052, 1.263, -4.068], [1.755, 2.732, -5.987], [3.881, 3.523, -5.006], [4.168, 3.524, -2.539], [3.432, 2.660, -0.404], [1.834, 1.976, -0.203], [2.379, 4.972, -0.508], [2.035, 4.159, 1.027], [0.792, 4.237, -0.233], [-1.361, 3.332, -2.374], [-4.023, 3.112, -1.342], [-5.207, 1.219, 0.230], [-3.274, -0.567, 0.816], [3.843, 0.117, -0.530], [2.769, -0.415, -1.793], [1.394, -0.564, -1.604], [0.700, -1.013, -2.709], [-1.019, -1.101, -2.429], [1.232, -1.323, -3.944], [0.229, -1.918, -5.207], [2.598, -1.141, -4.112], [3.322, -1.472, -5.634], [3.362, -0.688, -3.036], [5.055, -0.476, -3.259], [-3.087, -4.607, 1.043], [-2.201, -3.480, -0.158], [-1.198, -4.572, -1.297], [-3.576, -2.708, -1.177], [-0.616, -2.017, 0.966], [1.347, -3.380, 1.250], [2.698, -2.635, 2.289], [0.784, -4.958, 2.078], [2.137, -3.791, -0.391], [-1.331, -1.456, 3.216], [-2.089, -2.931, 4.076], [-2.564, -0.051, 3.276], [0.068, -0.929, 4.342], [-3.640, -5.360, 0.466], [-3.813, -4.043, 1.635], [-2.410, -5.128, 1.730], [-1.861, -5.247, -1.854], [-0.492, -5.184, -0.727], [-0.627, -3.980, -2.020], [-3.829, -3.406, -1.985], [-3.347, -1.740, -1.625], [-4.467, -2.572, -0.554], [2.409, -2.502, 3.333], [3.011, -1.665, 1.892], [3.559, -3.313, 2.262], [0.342, -4.747, 3.059], [1.641, -5.628, 2.228], [0.034, -5.492, 1.480], [2.430, -2.873, -0.907], [1.470, -4.352, -1.051], [3.042, -4.388, -0.225], [-2.890, -3.406, 3.508], [-2.505, -2.585, 5.032], [-1.331, -3.692, 4.294], [-3.592, -0.395, 3.110], [-2.347, 0.714, 2.522], [-2.516, 0.417, 4.268], [0.937, -1.586, 4.285], [-0.317, -0.963, 5.369], [0.406, 0.095, 4.144]],
  "lowdin_charge": [0.506, -0.361, 0.068, -0.175, -0.146, -0.174, -0.001, -0.060, -0.076, -0.067, -0.022, 0.122, 0.110, 0.106, 0.109, 0.118, -0.081, -0.209, -0.163, -0.039, -0.070, -0.036, -0.179, -0.243, -0.063, -0.162, 0.053, -0.072, -0.314, -0.034, -0.070, -0.201, -0.119, 0.075, 0.073, 0.063, 0.101, 0.077, 0.118, 0.104, 0.119, 0.078, 0.040, 0.078, 0.066, 0.075, 0.141, 0.105, 0.094, 0.072, 0.773, -0.635, -0.246, -0.642, 0.846, -0.701, 0.715, -0.699, 0.699, -0.690, 0.692, -0.226, 0.319, -0.232, -0.235, 0.702, 0.334, -0.205, -0.211, -0.190, 0.342, -0.213, -0.218, -0.197, 0.039, 0.020, 0.023, 0.041, 0.010, 0.012, 0.039, -0.026, 0.034, 0.010, 0.006, 0.040, 0.017, 0.039, 0.013, 0.011, 0.012, 0.044, 0.003, 0.040, 0.024, 0.037, 0.003, 0.041, 0.007, 0.043, 0.005]
}

# 2
{
  "formula": "C36H49GaN4O3P2S2",
  "method": "wB97M-V/def2-TZVPD",
  "orbital_gap_ev": 6.6,
  "fmax_ev_per_a": 2.11,
  "total_energy_ev": -142820.307,
  "charge": 4,
  "lumo_energy_ev": -12.00,
  "homo_ev": -18.56,
  "relative_energy_kcal_mol": 59.85,
  "elements": ["Ga", "C", "C", "N", "C", "C", "S", "C", "C", "S", "C", "N", "C", "H", "H", "H", "H", "H", "H", "H", "H", "C", "C", "C", "C", "C", "C", "P", "C", "C", "C", "C", "C", "C", "C", "C", "C", "C", "C", "C", "H", "H", "H", "H", "H", "H", "H", "H", "H", "H", "H", "H", "H", "H", "H", "C", "C", "O", "P", "O", "C", "C", "O", "C", "C", "H", "H", "H", "H", "H", "H", "H", "H", "H", "H", "H", "H", "H", "H", "H", "N", "C", "C", "N", "C", "C", "H", "H", "H", "H", "H", "H", "H", "H", "H", "H", "H"],
  "xyz": [[-0.110, 0.067, 0.547], [3.394, -2.006, -0.108], [3.285, -0.529, -0.009], [2.180, 0.198, 0.010], [2.486, 1.540, -0.006], [3.825, 1.817, 0.012], [4.739, 0.385, 0.014], [1.447, 2.529, -0.186], [1.647, 3.853, -0.459], [0.168, 4.640, -0.775], [-0.660, 3.158, -0.534], [0.129, 2.140, -0.219], [-2.129, 3.076, -0.694], [2.981, -2.355, -1.054], [2.916, -2.502, 0.733], [4.445, -2.277, -0.105], [4.294, 2.779, -0.005], [2.580, 4.379, -0.524], [-2.521, 4.044, -0.999], [-2.606, 2.789, 0.243], [-2.378, 2.344, -1.464], [1.211, 4.203, 4.782], [0.336, 4.102, 3.708], [0.067, 2.868, 3.146], [0.660, 1.723, 3.678], [1.511, 1.819, 4.780], [1.797, 3.064, 5.310], [0.114, 0.089, 3.110], [-1.482, -0.118, 3.936], [-2.564, 0.584, 3.403], [-3.770, 0.597, 4.080], [-3.902, -0.098, 5.277], [-2.820, -0.777, 5.814], [-1.598, -0.774, 5.162], [1.334, -1.160, 3.559], [2.685, -0.818, 3.450], [3.658, -1.747, 3.772], [3.290, -3.012, 4.209], [1.949, -3.362, 4.297], [0.966, -2.449, 3.955], [1.425, 5.166, 5.217], [-0.142, 4.987, 3.322], [-0.620, 2.777, 2.309], [1.926, 0.933, 5.237], [2.471, 3.136, 6.149], [-2.440, 1.118, 2.462], [-4.611, 1.148, 3.693], [-4.846, -0.097, 5.799], [-2.923, -1.308, 6.747], [-0.746, -1.237, 5.636], [2.960, 0.185, 3.151], [4.700, -1.479, 3.696], [4.051, -3.722, 4.486], [1.673, -4.345, 4.642], [-0.078, -2.721, 4.021], [-6.321, 0.735, 0.526], [-4.925, 1.294, 0.313], [-4.007, 0.184, 0.354], [-2.568, -0.260, -0.131], [-2.713, -0.914, -1.580], [-3.078, -0.299, -2.844], [-4.240, -1.062, -3.450], [-2.396, -1.589, 0.744], [-3.535, -2.478, 0.958], [-3.919, -2.505, 2.423], [-7.025, 1.559, 0.616], [-6.362, 0.136, 1.432], [-6.630, 0.112, -0.310], [-4.667, 1.980, 1.126], [-4.864, 1.807, -0.647], [-2.190, -0.348, -3.482], [-3.350, 0.750, -2.699], [-3.979, -2.107, -3.596], [-4.492, -0.622, -4.413], [-5.111, -1.006, -2.800], [-3.241, -3.476, 0.622], [-4.374, -2.145, 0.346], [-3.053, -2.736, 3.040], [-4.676, -3.266, 2.591], [-4.318, -1.546, 2.736], [-0.017, -5.451, -0.529], [-0.140, -4.649, -1.776], [-0.692, -3.253, -1.455], [0.116, -2.528, -0.473], [0.291, -3.340, 0.727], [0.851, -4.742, 0.444], [0.371, -6.383, -0.736], [-0.946, -5.609, -0.118], [-0.810, -5.147, -2.478], [0.850, -4.596, -2.234], [-1.712, -3.335, -1.074], [-0.743, -2.675, -2.378], [1.023, -2.314, -0.889], [-0.678, -3.422, 1.226], [0.966, -2.822, 1.414], [0.912, -5.302, 1.379], [1.854, -4.680, 0.015]],
  "lowdin_charge": [0.805, -0.060, -0.593, 0.029, -0.330, -0.275, 1.222, -0.334, -0.268, 1.231, -0.595, -0.011, -0.062, 0.091, 0.067, 0.097, 0.100, 0.101, 0.105, 0.070, 0.072, -0.015, -0.038, -0.101, -0.343, -0.063, -0.023, 1.087, -0.345, -0.121, -0.058, -0.019, -0.023, -0.061, -0.378, -0.106, -0.036, -0.020, -0.042, -0.108, 0.130, 0.120, 0.082, 0.113, 0.129, 0.074, 0.118, 0.131, 0.130, 0.113, 0.109, 0.127, 0.128, 0.124, 0.106, -0.031, -0.231, -0.247, 0.707, -0.272, -0.232, -0.037, -0.356, -0.225, -0.033, 0.104, 0.085, 0.089, 0.117, 0.122, 0.127, 0.105, 0.087, 0.103, 0.084, 0.112, 0.121, 0.078, 0.104, 0.062, 0.076, -0.069, -0.159, -0.056, -0.192, -0.078, 0.209, 0.199, 0.155, 0.150, 0.111, 0.140, 0.082, 0.125, 0.088, 0.152, 0.141]
}